{"formula": "C19H42Cl4", "method": "ωB97M-V/def2-TZVPD", "symbols": ["Cl", "H", "H", "C", "H", "H", "H", "H", "H", "H", "H", "Cl", "H", "H", "H", "C", "H", "C", "C", "H", "H", "H", "C", "H", "H", "C", "H", "H", "C", "H", "H", "H", "C", "H", "C", "C", "H", "H", "H", "H", "H", "C", "C", "H", "H", "C", "H", "C", "H", "Cl", "H", "H", "C", "H", "H", "C", "H", "H", "Cl", "C", "C", "C", "H", "H", "H"], "coordinates": [[-3.413065, -0.588288, -1.879677], [0.539615, 2.233032, -2.757157], [-1.473455, 1.034412, -3.249437], [-3.438555, -1.125878, -0.156347], [-2.749235, -1.150628, 5.929483], [-0.461785, -2.551398, 5.317973], [0.708795, -1.866988, -6.905217], [3.185155, 1.498662, 1.012373], [1.176695, 1.411362, -5.598277], [2.144275, 0.575612, -0.179157], [0.012135, -3.190498, -5.838197], [-4.946295, -0.363238, 0.582553], [1.603065, 3.346602, 0.807353], [5.127295, 2.387942, 0.027863], [2.164175, -2.733868, 4.244863], [-3.015775, -1.245018, 4.876793], [1.596545, 0.993952, -3.158787], [0.775905, -2.424218, -5.970827], [1.288615, 2.344332, 0.516353], [-0.028665, 2.492152, -5.349587], [-0.471975, -0.052788, -2.449377], [-1.449065, 2.057572, 1.042113], [-4.493215, -1.524218, 4.842253], [-1.466035, -1.168948, -4.577307], [-2.922335, -0.226868, 4.498973], [-0.549675, 0.475672, -3.399527], [-0.553745, -0.866838, 4.562673], [-5.006355, -0.726558, 5.379403], [0.266155, -2.234668, 3.256643], [1.895855, -1.101948, 4.054113], [2.356905, -1.824188, 2.626393], [1.662245, -3.056558, -6.022127], [-2.074425, -2.285738, 4.172113], [4.231445, 3.799502, -0.090037], [1.757715, -2.037228, 3.511653], [-0.565185, -0.558118, -4.636147], [-2.285965, -2.327528, 3.103653], [1.617495, 2.932142, -4.750237], [0.190115, -3.261688, 2.899513], [-2.338505, -3.196658, 4.709303], [1.352235, 1.895562, 2.527073], [2.528835, 1.543222, 0.143263], [0.662695, 1.442602, -3.497547], [-4.788265, -2.440228, 5.354083], [2.573275, 2.647382, -1.707057], [4.504015, 2.927812, -0.684987], [-0.171915, -1.712178, 2.406233], [3.265435, 2.132032, -1.041157], [5.130895, 3.225732, -1.525447], [-3.671865, -2.843028, -0.120597], [3.703455, 1.266892, -1.538917], [-1.223525, 1.835592, 2.802503], [0.873415, 2.141652, -4.848087], [-0.843575, 3.328402, 2.136353], [0.589845, 2.516992, -0.302187], [-0.802245, 2.266442, 1.894223], [0.489355, 0.634552, 1.504613], [-0.735525, 0.036262, -5.533807], [-2.083815, -0.571578, 0.616873], [0.629655, 1.690142, 1.737273], [-0.649045, -1.944768, 4.431953], [0.640085, -1.479998, -4.774167], [1.516385, -0.885698, -5.033027], [-4.983015, -1.594468, 3.871043], [0.896295, -1.951698, -3.825497]], "atomic_forces_ev_per_a": [[-0.039, -0.186, 0.309], [-0.339, 0.108, 0.186], [-0.121, 0.047, -0.770], [-2.928, 0.492, -1.491], [0.326, -0.210, 0.121], [1.065, 0.617, 0.275], [-0.334, -0.223, -0.041], [-0.005, -0.462, 0.031], [0.701, -0.072, 0.054], [0.329, -0.410, 0.441], [-0.555, 0.008, -0.830], [0.703, -0.274, -0.183], [0.015, 0.279, 0.084], [0.122, -0.451, -0.227], [0.101, -0.547, -0.633], [0.177, -0.063, -0.551], [0.003, -0.462, -0.341], [-1.521, -1.003, 0.579], [0.512, 0.108, 0.786], [-0.304, 0.565, 0.644], [0.209, -0.387, -0.004], [0.211, 0.009, 0.044], [-1.060, -0.387, 0.317], [-0.196, -0.121, 0.249], [0.564, 0.043, -0.408], [1.444, -0.861, -0.921], [0.068, 0.044, 0.743], [-0.107, 0.094, 0.006], [0.279, -1.394, -0.394], [-0.182, 0.445, 0.180], [0.065, -0.891, -0.117], [0.505, 0.606, 0.422], [-2.109, 1.286, 0.766], [-0.010, 0.491, -0.266], [-0.338, 1.880, 0.655], [-0.955, 0.577, 0.875], [-0.290, -0.253, 0.002], [-0.095, -0.013, -0.237], [-0.412, -0.433, 0.268], [0.047, -0.512, -0.699], [-0.603, -0.474, 0.588], [-1.065, 0.769, -0.724], [-0.628, 0.612, 0.139], [0.237, -0.210, 0.137], [0.205, 0.050, -0.073], [-0.168, 0.836, 1.006], [0.545, 0.611, -0.102], [1.289, -0.939, -0.276], [-0.210, 0.028, -0.046], [0.225, -0.627, 0.174], [-0.374, -0.073, -0.722], [-0.460, -0.345, -0.100], [-0.134, -0.967, -0.304], [0.326, 0.221, -0.447], [-0.004, -0.467, -0.244], [0.628, -0.109, 1.584], [0.443, -0.277, 0.429], [0.285, 0.015, -0.211], [1.920, 0.464, 1.193], [-1.113, 1.309, -1.793], [0.629, -0.254, -0.284], [2.117, 0.980, -0.408], [0.197, 0.859, 0.872], [0.417, 0.152, -0.331], [-0.246, -0.248, 0.018]], "mulliken_charge": [-0.130, 0.192, 0.408, 0.200, 0.318, 0.243, 0.307, 0.369, 0.314, 0.261, 0.331, -0.150, 0.251, 0.356, 0.375, -0.237, 0.137, -1.366, -0.639, 0.323, 0.224, 0.367, -1.387, 0.365, 0.181, -0.610, 0.258, 0.390, 0.154, 0.323, 0.389, 0.375, -0.298, 0.336, -1.450, -0.549, 0.134, 0.394, 0.380, 0.309, 0.359, -0.373, 0.175, 0.359, 0.184, -1.524, -0.208, -0.268, 0.407, -0.107, 0.299, 0.261, -1.551, 0.413, 0.198, -1.371, -0.165, 0.268, 0.119, 0.336, -0.450, -0.282, 0.153, 0.249, 0.369], "fmax_ha_per_bohr": 0.06461, "smiles": "ClC(Cl)(Cl)Cl.CCCCCC.CCCCCC.CCCCCC", "total_energy_ev": -70472.3188, "gap_ev": 10.829, "de_lowest_ev": 1.3321, "e_homo_ev": -10.510}